[1]
The following is a quantum chemistry calculation of C29H29N4O5PRuS3 as an isolated structure in a non-equilibrium geometry, from the OMol25 dataset.

## Properties
Kohn-Sham gap (alpha / beta) = 0.2691 / 0.2213 hartree
⟨S²⟩ = 8.7615
2S+1 = 6
HOMO (alpha / beta) = -10.6 / -10.7 eV
ΔE to the lowest compared entry with this formula, charge and spin = 16.5 kcal per mole
energy = -3348.4010 Eh
net charge = +1

CARTESIAN COORDINATES (ANGSTROEM)
Ru 0.6221 0.2196 -0.1359
O -0.9189 -1.3456 3.6651
C -0.6308 -0.7977 2.5118
O 0.0020 -1.3433 1.6333
C -1.1685 0.5927 2.3516
C -1.7486 1.3284 3.3404
C -2.1467 2.6386 3.0384
C -1.9551 3.1270 1.7661
C -1.3400 2.3044 0.8308
N -0.9592 1.0729 1.1326
C -0.9844 2.7389 -0.5748
O -1.4303 3.7764 -0.9949
O -0.1881 1.8905 -1.2126
H -0.4559 -2.1961 3.7224
H -1.8795 0.8959 4.3234
H -2.5867 3.2663 3.8059
H -2.2460 4.1256 1.4634
N 5.1738 0.8485 -5.5363
C 5.4367 0.1795 -4.4144
S 6.9044 -0.4423 -4.0959
C 4.2554 0.0263 -3.4583
C 2.9880 0.4560 -3.7873
C 1.9555 0.3486 -2.8683
N 2.1389 -0.1700 -1.6489
C 3.3663 -0.6162 -1.3438
C 4.4319 -0.5382 -2.2152
H 5.9449 1.0262 -6.1590
H 4.3232 1.3657 -5.6799
H 2.7566 0.8773 -4.7565
H 0.9642 0.7085 -3.0978
H 3.4940 -1.0389 -0.3555
H 5.4079 -0.8999 -1.9205
C -1.9031 -2.5794 -3.1034
N -0.7459 -3.2486 -2.4846
C -0.3085 -4.5684 -2.9611
C -0.1186 -2.6204 -1.4982
C 1.0319 -3.3193 -0.8303
O -0.5249 -1.4805 -1.1461
H -2.3566 -3.2566 -3.8199
H -1.5982 -1.6656 -3.6109
H -2.6363 -2.3107 -2.3467
H -0.8610 -4.8121 -3.8615
H -0.4972 -5.3483 -2.2221
H 0.7508 -4.5696 -3.2062
H 0.7212 -4.3033 -0.4736
H 1.3762 -2.7465 0.0233
H 1.8570 -3.4652 -1.5323
S 2.5679 -1.3310 3.3629
P 3.3578 0.3280 2.7146
S 2.2715 1.3630 1.2598
C 3.5903 1.5703 4.0040
C 4.8431 2.1181 4.2722
C 4.9810 3.0699 5.2812
C 3.8748 3.4739 6.0098
C 2.6218 2.9295 5.7391
C 2.4789 1.9804 4.7403
C 4.9761 0.0501 1.9459
C 5.7841 -0.9682 2.4527
C 7.0393 -1.1973 1.8988
C 7.4896 -0.4214 0.8372
C 6.6896 0.5933 0.3278
C 5.4357 0.8343 0.8832
H 5.7084 1.8068 3.6995
H 5.9565 3.4948 5.4919
H 3.9849 4.2154 6.7939
H 1.7581 3.2473 6.3137
H 1.5080 1.5457 4.5308
H 5.4214 -1.5813 3.2679
H 7.6650 -1.9889 2.2966
H 8.4674 -0.6078 0.4048
H 7.0410 1.1989 -0.5017
H 4.8123 1.6289 0.4899

Cartesian forces, eV/Å:
Ru -0.2 -0.1 0.4
O 0.0 -0.2 0.2
C -0.3 0.5 0.1
O 0.0 0.1 -0.4
C 0.4 -0.7 -0.1
C -0.4 0.5 0.5
C 0.0 -0.2 0.3
C 0.0 0.2 -0.3
C 0.2 -0.3 0.0
N -0.6 0.5 0.1
C 0.3 -0.2 -0.5
O 0.2 -0.1 -0.1
O -0.3 0.2 0.7
H 0.1 -0.1 0.1
H 0.0 0.1 0.0
H 0.0 -0.1 -0.1
H 0.0 -0.1 0.1
N -0.1 0.3 -0.3
C -0.7 -0.1 0.6
S 0.4 -0.3 0.2
C 0.7 0.2 -0.7
C -0.7 0.2 -0.2
C 0.2 0.0 -0.2
N 0.7 -0.1 -1.0
C 0.1 -0.1 0.1
C 0.2 -0.3 0.6
H 0.0 0.0 -0.1
H 0.1 0.0 0.0
H -0.1 0.0 0.1
H -0.1 0.1 0.0
H 0.0 0.0 0.1
H 0.0 0.0 0.0
C 0.2 -0.2 0.1
N -0.1 -0.1 -0.2
C -0.2 0.2 0.1
C -0.2 0.2 0.1
C 0.0 0.0 0.0
O 0.5 -0.1 0.0
H 0.0 0.0 0.0
H 0.1 0.0 0.0
H 0.0 0.0 0.1
H 0.0 0.0 0.0
H 0.0 0.0 0.0
H 0.0 0.0 0.0
H 0.0 0.0 0.0
H 0.0 0.1 0.1
H 0.0 0.0 0.0
S 0.0 0.0 0.1
P 0.0 -0.3 -0.1
S -0.3 0.1 -0.1
C 0.1 0.2 0.0
C -0.1 0.1 0.1
C 0.0 -0.1 -0.1
C -0.1 0.0 0.0
C 0.0 0.0 0.0
C 0.0 0.0 0.1
C 0.2 0.1 -0.2
C 0.1 0.0 -0.1
C -0.1 0.0 0.1
C 0.0 0.0 0.0
C -0.1 0.1 0.1
C 0.2 -0.1 0.1
H 0.0 0.0 0.0
H -0.1 -0.1 0.0
H 0.0 -0.1 -0.1
H 0.1 0.0 -0.1
H 0.0 0.0 0.0
H 0.0 0.0 0.0
H -0.1 0.1 0.0
H -0.1 0.0 0.0
H 0.0 -0.1 0.1
H 0.1 0.0 0.0

[2]
The following is a quantum chemistry calculation of C29H29N5NiO2PS as an isolated structure in a non-equilibrium geometry, from the OMol25 dataset.

## Properties
Kohn-Sham gap (alpha / beta) = 0.1828 / 0.1763 hartree
⟨S²⟩ = 2.1121
2S+1 = 3
HOMO (alpha / beta) = -2.3 / -2.2 eV
energy = -3794.4963 Eh
net charge = -1

CARTESIAN COORDINATES (ANGSTROEM)
Ni 1.2945 0.0444 0.3955
N 5.2310 -0.5991 -1.6135
C 4.1231 -0.3861 -0.8084
S 2.6548 -1.1136 -1.3031
N 4.2923 0.3218 0.2668
N 3.1960 0.7459 0.9207
C 3.4504 1.1367 2.1660
C 2.6039 1.8851 2.9676
C 3.0748 2.3537 4.2161
C 2.3823 3.2498 4.9692
C 1.1545 3.7465 4.4378
C 0.6690 3.2088 3.2947
N 1.3050 2.2498 2.5607
H 5.1621 -1.4467 -2.1560
H 6.1131 -0.4740 -1.1375
H 4.4449 0.9325 2.5654
H 4.0356 1.9926 4.5573
H 2.7558 3.5942 5.9215
H 0.6207 4.5388 4.9417
H -0.2755 3.5457 2.8989
O 1.8554 -1.5382 2.7695
N 1.0263 -1.5881 1.6251
C -0.0428 -2.2789 1.8706
C -1.0600 -2.6876 0.9586
C -1.8496 -3.7775 1.3917
C -2.7995 -4.3610 0.5963
C -3.0355 -3.8559 -0.6820
C -2.3304 -2.7462 -1.1025
C -1.3435 -2.1463 -0.3235
P -0.6093 -0.5815 -0.9531
C -2.1983 0.2210 -1.4516
C -2.9047 0.9520 -0.4987
C -4.1325 1.5148 -0.7919
C -4.6881 1.3778 -2.0557
C -3.9904 0.6695 -3.0206
C -2.7662 0.1037 -2.7227
C -0.0651 -1.0978 -2.6232
C 0.1936 -0.0858 -3.5450
C 0.6305 -0.3894 -4.8175
C 0.8412 -1.7111 -5.1804
C 0.6288 -2.7175 -4.2557
C 0.1753 -2.4187 -2.9831
H 2.6228 -1.0117 2.4848
H -0.1308 -2.6864 2.8796
H -1.6724 -4.1731 2.3840
H -3.3598 -5.2135 0.9581
H -3.7735 -4.3184 -1.3228
H -2.5618 -2.3249 -2.0708
H -2.4806 1.0705 0.4849
H -4.6689 2.0650 -0.0299
H -5.6504 1.8183 -2.2785
H -4.4016 0.5450 -4.0144
H -2.2489 -0.4427 -3.4963
H 0.0558 0.9453 -3.2430
H 0.8171 0.4034 -5.5282
H 1.1914 -1.9470 -6.1763
H 0.8265 -3.7465 -4.5260
H 0.0312 -3.2098 -2.2607
C -0.2162 3.4251 0.3488
O 0.2237 2.0908 0.4059
C 0.5156 1.4182 1.6337
C -0.7504 0.9825 2.4027
H -0.3597 3.6394 -0.7127
H 0.5199 4.1317 0.7545
H -1.1842 3.5744 0.8503
H -1.4840 1.7875 2.5119
H -0.4521 0.6456 3.3945
H -1.2321 0.1469 1.9002

Cartesian forces, eV/Å:
Ni 1.1 -1.1 -0.1
N 0.3 -0.1 0.0
C -0.5 -0.1 0.5
S -0.1 0.1 -0.2
N 1.4 0.1 -0.3
N -0.8 -0.3 -0.1
C 0.5 -0.1 -0.3
C -0.3 -0.1 -0.3
C 0.0 0.2 0.5
C 0.2 -0.2 -0.2
C -0.2 0.1 0.0
C -0.1 0.5 0.3
N 0.3 -0.1 0.0
H 0.0 0.1 0.0
H 0.0 0.0 0.0
H 0.0 0.1 -0.1
H 0.1 -0.1 -0.1
H 0.1 0.0 0.1
H -0.2 0.0 0.0
H -0.1 0.0 0.0
O -0.7 -0.3 -0.5
N -0.4 -0.5 0.6
C 1.9 0.7 1.3
C -1.1 -0.3 -1.5
C 0.5 0.3 0.2
C -0.3 -0.1 -0.4
C 0.0 -0.1 0.3
C -0.2 -0.3 0.0
C 0.0 0.0 0.6
P 0.3 0.1 0.0
C -0.2 0.1 -0.2
C 0.3 -0.1 0.0
C -0.3 0.1 0.0
C 0.1 0.0 0.1
C -0.2 0.1 -0.1
C 0.1 0.0 0.1
C 0.0 -0.1 0.1
C 0.1 0.0 0.1
C 0.0 0.1 -0.1
C 0.1 0.0 -0.1
C 0.1 -0.2 -0.2
C -0.1 0.2 0.1
H -0.3 0.1 -0.2
H 0.0 0.1 0.0
H 0.0 0.0 0.0
H 0.0 0.0 0.0
H -0.1 0.0 0.0
H 0.0 0.0 0.0
H 0.0 0.1 0.1
H 0.0 0.0 0.1
H 0.0 0.0 0.0
H 0.0 0.0 0.0
H 0.0 -0.1 0.0
H 0.0 0.1 0.0
H 0.0 0.1 0.0
H 0.0 0.0 0.0
H 0.0 -0.1 0.0
H 0.0 0.0 0.0
C -0.1 0.1 0.0
O -0.4 1.0 -0.2
C -0.7 -0.5 0.6
C 0.4 0.5 -0.5
H 0.0 0.1 0.0
H -0.1 -0.1 0.0
H 0.0 0.1 0.1
H -0.3 0.0 0.2
H 0.0 0.0 0.1
H -0.1 -0.1 0.0

[3]
The following is a quantum chemistry calculation of C29H30AsHgO2PS as an isolated structure, from the OMol25 dataset.

## Properties
Kohn-Sham gap (alpha / beta) = 0.3089 / 0.1974 hartree
⟨S²⟩ = 0.7591
2S+1 = 2
HOMO (alpha / beta) = -10.6 / -10.6 eV
ΔE to the lowest compared entry with this formula, charge and spin = 0.0 kcal per mole
energy = -4401.9962 Eh
net charge = +1

CARTESIAN COORDINATES (ANGSTROEM)
Hg -1.5559 -0.9961 -4.4619
C 3.5953 0.4219 -4.0676
S 1.9001 0.0227 -4.4687
C 1.8298 0.8468 -6.0525
O 1.0485 0.8514 -3.5341
H 3.7566 1.4925 -4.1836
H 4.2487 -0.1476 -4.7289
H 3.7688 0.1213 -3.0365
H 2.3617 0.2335 -6.7801
H 2.2709 1.8393 -5.9790
H 0.7790 0.9180 -6.3255
O -4.8521 0.3923 -4.7383
C -4.4281 -0.3789 -4.0372
C -0.7363 -1.0918 -0.5886
C -1.1399 -0.9697 0.8864
As 0.2303 -0.2348 2.1190
C 1.4993 -1.7107 1.9373
C 1.1180 -3.0437 2.0827
C 2.0518 -4.0596 1.9505
C 3.3803 -3.7530 1.6777
C 3.7733 -2.4297 1.5523
C 2.8340 -1.4123 1.6842
C -0.6089 -0.8325 3.7774
C -1.9624 -1.1219 3.9091
C -2.4749 -1.5457 5.1306
C -1.6418 -1.6682 6.2306
C -0.2915 -1.3632 6.1109
C 0.2186 -0.9407 4.8942
P -0.6610 0.4528 -1.5657
C -2.2663 1.2397 -1.5257
C -3.4130 0.5457 -1.1336
C -4.6336 1.1991 -1.0889
C -4.7298 2.5260 -1.4850
C -3.6049 3.2014 -1.9456
C -2.3798 2.5608 -1.9786
C 0.4935 1.5159 -0.6960
C 1.8306 1.1067 -0.6755
C 2.7839 1.8696 -0.0298
C 2.4115 3.0435 0.6146
C 1.0837 3.4427 0.6185
C 0.1250 2.6909 -0.0417
H -1.4266 -1.7456 -1.1289
H 0.2514 -1.5571 -0.6681
H -1.3534 -1.9833 1.2303
H -2.0454 -0.3765 1.0065
H 0.0905 -3.2930 2.3242
H 1.7474 -5.0914 2.0695
H 4.1082 -4.5470 1.5735
H 4.8108 -2.1872 1.3606
H 3.1404 -0.3753 1.6023
H -2.6358 -1.0222 3.0673
H -3.5274 -1.7825 5.2182
H -2.0430 -1.9942 7.1811
H 0.3632 -1.4531 6.9680
H 1.2728 -0.6998 4.8086
H -3.3576 -0.4924 -0.8348
H -5.5131 0.6664 -0.7524
H -5.6851 3.0320 -1.4445
H -3.6851 4.2300 -2.2701
H -1.5073 3.0806 -2.3557
H 2.1191 0.1933 -1.1797
H 3.8206 1.5581 -0.0334
H 3.1581 3.6458 1.1150
H 0.7900 4.3464 1.1351
H -0.9057 3.0135 -0.0199

Cartesian forces, eV/Å:
Hg 0.3 -0.1 0.0
C 0.1 0.0 0.0
S -0.2 0.0 0.1
C 0.0 0.0 -0.1
O 0.2 0.0 -0.1
H 0.0 0.0 0.0
H 0.0 0.0 0.0
H 0.0 0.0 0.0
H 0.0 0.0 0.0
H 0.0 0.0 0.0
H 0.0 0.0 0.0
O 0.0 0.0 0.0
C -0.3 0.1 0.0
C 0.1 -0.1 -0.3
C 0.0 0.0 0.0
As 0.0 0.1 0.1
C 0.0 0.0 0.0
C 0.0 0.0 0.0
C 0.0 0.0 0.0
C 0.0 0.0 0.0
C 0.0 0.0 0.0
C 0.0 0.0 0.0
C 0.0 0.0 0.0
C 0.0 0.0 0.0
C 0.0 0.0 0.0
C 0.0 0.0 0.0
C 0.0 0.0 0.0
C 0.0 0.0 0.0
P -0.1 0.2 0.9
C 0.0 0.0 -0.4
C 0.0 0.0 0.1
C 0.0 0.0 0.0
C 0.0 0.0 0.0
C 0.0 0.0 0.0
C 0.0 0.0 -0.1
C 0.2 0.0 -0.3
C 0.0 0.0 -0.1
C 0.0 0.0 0.0
C 0.0 0.0 0.0
C 0.0 0.0 0.0
C 0.0 0.0 0.0
H 0.0 -0.1 0.0
H 0.0 0.0 -0.1
H -0.1 0.0 0.0
H 0.0 0.0 0.0
H 0.0 0.0 0.0
H 0.0 0.0 0.0
H 0.0 0.0 0.0
H 0.0 0.0 0.0
H 0.0 0.0 0.0
H 0.0 0.0 0.0
H 0.0 0.0 0.0
H 0.0 0.0 0.0
H 0.0 0.0 0.0
H 0.0 0.0 0.0
H 0.0 0.0 0.0
H 0.0 0.0 0.0
H 0.0 0.0 0.0
H 0.0 0.0 0.0
H 0.0 0.0 0.0
H 0.0 0.0 0.0
H 0.0 0.0 0.0
H 0.0 0.0 0.0
H 0.0 0.0 0.0
H 0.0 0.0 0.0

- The highest ⟨S²⟩ belongs to which entry?
  C29H29N4O5PRuS3

- The lowest ⟨S²⟩ belongs to which entry?
  C29H30AsHgO2PS

- Which of these has the lowest 2S+1?
  C29H30AsHgO2PS

- Which value of energy does entry 2 give?
  -3794.4963 Eh